No. 1
Below is a structure of composition C22H42BBr3F14LiN3NaO10S2, with properties calculated with ωB97M-V/def2-TZVPD.

Last column: Löwdin charge in e.
Positions of all 99 atoms, in Å:
F1 2.3125 -1.9132 1.7148  0.15
C1 1.4867 -2.5032 0.8582  -0.46
F2 1.2951 -3.7863 1.2520  0.10
C2 0.1189 -1.7852 1.0180  -0.02
C3 -1.0190 -2.7318 1.3712  -0.19
C4 -1.4595 -3.6071 0.1904  -0.21
C5 -2.9072 -4.1541 0.3884  -0.13
C6 -3.9916 -3.2626 -0.2881  -0.20
C7 -3.6521 -2.9331 -1.7505  -0.16
O1 -2.9918 -1.7014 -1.9387  -0.10
C8 -3.8783 -0.7036 -1.4382  -0.14
C9 -3.7634 -0.7704 0.0852  -0.07
N1 -4.3526 -2.0580 0.5635  0.15
C10 1.9917 -2.4290 -0.5882  -0.46
F3 1.7687 -1.2541 -1.1377  0.14
F4 1.2523 -3.2908 -1.2853  0.14
S1 3.8140 -2.8351 -0.8797  0.76
F5 3.4586 -4.1786 -1.6616  -0.13
F6 3.7416 -2.1024 -2.2887  -0.12
F7 4.2454 -1.5122 -0.1645  -0.10
F8 3.9099 -3.6981 0.4316  -0.11
F9 5.3361 -3.1218 -1.1585  -0.12
H1 0.1994 -1.0562 1.8168  0.15
H2 -0.1711 -1.2358 0.1261  0.13
H3 -0.8582 -3.3051 2.2755  0.10
H4 -1.8732 -2.1014 1.5821  0.09
H5 -1.3021 -3.1020 -0.7536  0.11
H6 -0.7629 -4.4799 0.1843  0.06
H7 -2.9809 -5.1202 -0.1143  0.12
H8 -3.1014 -4.3124 1.4500  0.11
H9 -4.8773 -3.8829 -0.3088  0.13
H10 -2.9892 -3.7031 -2.1351  0.14
H11 -4.5578 -2.9692 -2.3567  0.14
H12 -3.6156 0.2789 -1.7972  0.14
H13 -4.9111 -0.9739 -1.6712  0.14
H14 -4.2809 0.0766 0.5613  0.09
H15 -2.7085 -0.6647 0.3123  0.13
H16 -5.3673 -1.9747 0.5700  0.19
H17 -4.0829 -2.2281 1.5445  0.14
C11 -4.6534 4.1485 1.7855  -0.16
C12 -5.6219 4.1819 2.9444  -0.18
O2 -6.1806 2.8625 2.9867  -0.18
S2 -5.0855 1.8052 2.5174  0.61
O3 -4.4793 1.2238 3.6369  -0.21
O4 -5.6696 0.9853 1.4833  -0.29
O5 -4.0542 2.8456 1.8474  -0.19
H18 -5.1758 4.2400 0.8296  0.13
H19 -3.8923 4.9202 1.8552  0.14
H20 -6.4007 4.9253 2.8122  0.07
H21 -5.1062 4.3601 3.8900  0.14
C13 -5.4889 -5.4971 2.7460  -0.11
O6 -5.6955 -5.1806 1.3547  -0.14
H22 -4.9648 -4.6788 3.2120  0.07
H23 -6.4476 -5.6372 3.2459  0.09
H24 -4.8907 -6.4078 2.8404  0.08
H25 -6.1666 -5.9258 0.9742  0.09
F10 -4.8983 1.9472 5.7176  -0.66
C14 2.9078 2.1558 -1.9175  -1.64
Br1 1.4926 2.8548 -3.0251  0.58
Br2 4.6449 2.5100 -2.6705  0.64
Br3 2.7748 2.7891 -0.1005  0.58
H26 2.7877 1.0836 -1.8894  -0.06
B1 -2.4335 -1.9685 4.3157  -1.25
F11 -3.1651 -2.0771 5.4722  0.15
F12 -3.3189 -1.9210 3.1805  0.05
F13 -1.7092 -0.7748 4.3566  0.12
F14 -1.5475 -3.0550 4.1443  0.08
Li1 -0.9868 -5.4152 1.4790  0.84
C15 -9.8635 4.8583 1.1283  -0.06
C16 -9.0237 5.0164 2.3133  -0.23
N2 -8.3640 5.1426 3.2490  0.15
H27 -10.3300 3.8762 1.1381  0.08
H28 -10.6373 5.6221 1.1225  0.09
H29 -9.2566 4.9574 0.2313  0.08
Na1 -4.4895 1.6531 7.5727  0.75
C17 9.3859 -1.5012 0.2834  -0.36
O7 10.3746 -1.2749 0.9448  0.02
N3 9.2208 -1.1410 -1.0041  -0.20
C18 8.0092 -1.4442 -1.7373  -0.06
C19 10.2957 -0.4259 -1.6723  -0.04
H30 8.5139 -2.0379 0.6969  0.13
H31 8.2524 -2.0641 -2.6032  0.09
H32 7.5475 -0.5143 -2.0791  0.09
H33 7.3068 -1.9771 -1.1063  0.05
H34 11.2012 -1.0329 -1.6628  0.09
H35 10.5016 0.5047 -1.1427  0.09
H36 10.0152 -0.2064 -2.6989  0.08
C20 9.0823 7.0927 -5.9867  -0.04
O8 8.3238 7.1819 -4.7794  0.01
C21 7.1929 6.4838 -4.7940  -0.63
O9 6.7860 5.8167 -5.7053  0.13
O10 6.5891 6.6522 -3.6198  0.01
C22 5.3513 5.9526 -3.4979  -0.06
H37 9.9720 7.6996 -5.8493  0.09
H38 9.3830 6.0644 -6.1771  0.10
H39 8.5144 7.4851 -6.8277  0.10
H40 5.5033 4.8815 -3.5919  0.01
H41 4.6366 6.3024 -4.2411  0.10
H42 4.9553 6.1622 -2.5080  0.10

Forces on atoms 1 to 3 (eV/Å):
1.1 -0.1 0.2
-2.0 1.8 0.8
0.8 -0.9 -0.2

Calculated values
Orbital gap   6.0 eV
LUMO level   -4.18 eV
Spin multiplicity   1
Net charge   +1

***

No. 2
Below is a structure of composition C22H42BF4NO6P2Tl, with properties calculated with ωB97M-V/def2-TZVPD.

Last column: Löwdin charge in e.
Positions of all 79 atoms, in Å:
Tl1 -1.8732 1.2638 1.3828  0.90
C1 0.2698 4.3255 1.2599  -0.12
N1 -0.9330 3.8757 0.5983  -0.34
C2 -0.7238 3.7680 -0.8322  -0.11
C3 -2.0603 4.7462 0.8841  -0.21
C4 -3.3782 4.1928 0.3755  -0.30
C5 -4.3964 5.1198 0.1936  -0.10
C6 -5.6451 4.7089 -0.2336  -0.13
C7 -5.8454 3.3635 -0.4919  -0.12
C8 -4.8121 2.4562 -0.3140  -0.14
C9 -3.5281 2.8088 0.1407  -0.21
H1 0.6087 5.3173 0.8999  0.08
H2 1.0585 3.5981 1.0791  0.06
H3 0.0901 4.3944 2.3332  0.08
H4 -0.4821 4.7430 -1.2917  0.09
H5 -1.6350 3.3785 -1.2796  0.07
H6 0.0936 3.0720 -1.0180  0.06
H7 -1.8892 5.7558 0.4542  0.12
H8 -2.1248 4.8666 1.9731  0.12
H9 -4.2107 6.1734 0.4062  0.10
H10 -6.4476 5.4319 -0.3577  0.09
H11 -6.8234 3.0228 -0.8163  0.09
H12 -5.0098 1.4103 -0.5156  0.08
C10 3.0841 0.6871 -3.3184  -0.04
C11 1.9896 0.6715 -2.2573  -0.44
C12 0.6638 0.1885 -2.8181  -0.03
O1 2.4300 -0.1986 -1.1990  -0.21
P1 2.0554 0.2324 0.3012  0.49
O2 0.9834 1.2057 0.4111  -0.32
C13 1.8426 -1.3913 1.0884  -0.18
P2 0.3139 -2.0794 0.3187  0.49
O3 -0.7367 -1.1073 0.0646  -0.31
O4 0.0836 -3.3121 1.3128  -0.19
C14 -1.2125 -3.7062 1.8139  -0.42
C15 -1.7335 -2.6652 2.7817  -0.04
C16 -2.1884 -3.9484 0.6820  -0.03
O5 0.7748 -2.7501 -1.0567  -0.17
C17 1.6871 -3.8413 -1.1308  -0.46
C18 2.7307 -3.5159 -2.1961  -0.03
C19 0.9273 -5.1241 -1.4486  -0.03
O6 3.3616 0.9555 0.9124  -0.17
C20 4.6858 0.5260 1.1799  -0.45
C21 5.2590 -0.3468 0.0712  -0.04
C22 4.7769 -0.1585 2.5437  -0.05
H13 2.7921 1.3400 -4.1369  0.08
H14 3.2340 -0.3194 -3.7029  0.08
H15 4.0223 1.0494 -2.9017  0.07
H16 1.8628 1.6746 -1.8356  0.13
H17 0.7803 -0.8026 -3.2474  0.08
H18 0.3194 0.8810 -3.5815  0.09
H19 -0.0780 0.1391 -2.0265  0.07
H20 1.6740 -1.2530 2.1529  0.09
H21 2.6944 -2.0423 0.9252  0.06
H22 -0.9923 -4.6465 2.3422  0.14
H23 -1.9441 -1.7496 2.2363  0.03
H24 -1.0069 -2.4664 3.5693  0.08
H25 -2.6653 -3.0040 3.2223  0.09
H26 -2.3525 -3.0157 0.1491  0.08
H27 -3.1442 -4.2679 1.0853  0.09
H28 -1.8125 -4.7032 -0.0064  0.07
H29 2.1828 -3.9645 -0.1587  0.13
H30 2.2664 -3.5207 -3.1795  0.09
H31 3.5283 -4.2561 -2.1715  0.08
H32 3.1434 -2.5265 -2.0129  0.06
H33 0.3247 -4.9866 -2.3429  0.09
H34 0.2695 -5.3715 -0.6202  0.06
H35 1.6267 -5.9426 -1.6033  0.08
H36 5.2564 1.4672 1.2261  0.14
H37 4.7091 -1.2816 0.0049  0.07
H38 6.3057 -0.5634 0.2742  0.08
H39 5.1759 0.1654 -0.8828  0.07
H40 4.3559 -1.1597 2.5040  0.07
H41 4.2272 0.4226 3.2799  0.09
H42 5.8189 -0.2256 2.8504  0.08
F1 -6.1582 -0.8655 1.4475  0.13
B1 -4.9474 -1.4324 1.1306  -1.37
F2 -3.9056 -0.5129 1.3628  -0.02
F3 -4.9163 -1.8382 -0.1872  0.12
F4 -4.7286 -2.5390 1.9513  0.10

Forces on atoms 1 to 3 (eV/Å):
-0.5 0.5 -0.1
0.1 0.0 0.0
0.1 0.3 -0.1

Calculated values
Orbital gap   5.7 eV
LUMO level   2.00 eV
Spin multiplicity   1
Energy above the lowest of the compared OMol25 structures with the same formula, charge and spin   12.1 kcal per mole
Net charge   -1

***

No. 3
Below is a cluster of 3 separate species, C22H42BrIN3O2 in total, with properties calculated with ωB97M-V/def2-TZVPD.

Last column: Mulliken spin population.
Positions of all 71 atoms, in Å:
Br1 -6.2100 3.4510 0.0546  0.00
C1 -4.4835 3.3608 -0.8893  0.00
C2 -4.6940 4.2018 -2.2091  0.00
N1 -3.6433 4.9174 -2.4854  0.00
C3 -2.6051 4.6203 -1.4779  0.00
C4 -3.4899 4.3936 -0.2087  0.00
I1 -2.4204 3.8063 1.5540  0.00
H1 -4.0366 2.3472 -1.0172  0.00
H2 -5.6187 4.2082 -2.8116  0.00
H3 -3.5383 5.5694 -3.2577  0.00
H4 -2.2935 3.5773 -1.7452  0.00
H5 -1.6854 5.2242 -1.4206  0.00
H6 -4.0574 5.3405 -0.0970  0.00
C5 -3.6113 -3.4596 -0.2116  0.01
C6 -2.8808 -2.1148 -0.4738  0.02
C7 -1.3435 -2.2410 -0.3870  0.04
C8 -0.7470 -2.2138 1.0151  -0.03
C9 -1.3153 -1.0529 1.8201  0.04
C10 -2.8498 -1.0756 1.8410  0.03
N2 -3.4272 -1.0936 0.4647  0.38
O1 -3.2487 0.0988 -0.0732  0.53
C11 -3.2898 -2.2997 2.6746  0.01
C12 -3.3781 0.1197 2.6412  -0.02
C13 -3.1872 -1.8276 -1.9582  -0.01
H7 -4.1551 -3.4886 0.7289  -0.01
H8 -4.3869 -3.6430 -0.9581  0.00
H9 -2.9235 -4.3066 -0.2281  0.00
H10 -0.8909 -1.4082 -0.9373  -0.01
H11 -1.0178 -3.1478 -0.9023  0.00
H12 -0.9196 -3.1683 1.5210  0.00
H13 0.3375 -2.1041 0.9438  0.02
H14 -0.9272 -1.0926 2.8410  0.00
H15 -0.9548 -0.1092 1.3962  0.00
H16 -4.3780 -2.3789 2.7191  -0.01
H17 -2.9256 -2.2083 3.6991  0.00
H18 -2.8927 -3.2441 2.3080  0.00
H19 -3.0257 1.0584 2.2226  0.00
H20 -3.0353 0.0816 3.6760  0.00
H21 -4.4703 0.1304 2.6543  0.00
H22 -4.2508 -1.6362 -2.1179  0.00
H23 -2.9099 -2.6933 -2.5623  0.00
H24 -2.6235 -0.9776 -2.3462  0.00
C14 5.1794 1.1409 1.3379  0.01
C15 4.3177 -0.1286 1.0990  0.01
C16 5.1628 -1.3608 0.7086  0.02
C17 5.5793 -1.4504 -0.7547  -0.02
C18 4.3853 -1.2058 -1.6697  0.02
C19 3.6831 0.1193 -1.3435  0.04
N3 3.2727 0.1976 0.0875  0.36
O2 2.2606 -0.6224 0.2680  0.56
C20 4.6398 1.2669 -1.7367  0.01
C21 2.4794 0.3142 -2.2787  -0.01
C22 3.7537 -0.4450 2.4995  -0.01
H25 5.0548 1.9066 0.5764  -0.01
H26 4.8895 1.6504 2.2593  0.00
H27 6.2429 0.9050 1.4060  0.00
H28 4.5851 -2.2656 0.9280  0.01
H29 6.0508 -1.4151 1.3429  0.00
H30 6.3893 -0.7462 -0.9641  0.00
H31 5.9880 -2.4441 -0.9540  0.00
H32 4.7187 -1.2052 -2.7106  0.00
H33 3.6814 -2.0396 -1.5778  0.00
H34 4.1994 2.2423 -1.5187  -0.01
H35 4.8489 1.2334 -2.8072  0.00
H36 5.6112 1.2135 -1.2489  0.00
H37 1.7625 -0.5057 -2.2094  0.00
H38 2.8071 0.3556 -3.3183  0.00
H39 1.9590 1.2480 -2.0544  0.00
H40 3.0666 0.3331 2.8394  0.00
H41 4.5731 -0.5037 3.2185  0.00
H42 3.2320 -1.4024 2.5356  0.00

Forces on atoms 1 to 3 (eV/Å):
0.7 -0.5 -0.5
-0.4 2.4 0.0
0.5 -0.7 0.1

Calculated values
Orbital gap (spin up / spin down)   5.6 / 6.4 eV
LUMO level (spin up / spin down)   -4.83 / -4.83 eV
Spin multiplicity   3
Energy above the lowest of the compared OMol25 structures with the same formula, charge and spin   42.6 kcal per mole
Net charge   +1

***

No. 4
Below is a structure of composition C22H42CdN5O10P2S2, with properties calculated with ωB97M-V/def2-TZVPD.

Last column: Löwdin charge in e.
Positions of all 84 atoms, in Å:
Cd1 0.0491 -0.2627 0.6553  1.48
C1 -0.2104 1.4329 -5.0935  -0.03
N1 0.4151 1.5826 -3.7843  -0.12
C2 1.2082 2.7872 -3.5775  -0.01
C3 0.2891 0.6662 -2.8156  -0.42
O1 0.8336 0.7554 -1.7147  -0.06
C4 -0.5503 -0.5432 -3.1495  -0.12
O2 -0.6487 -1.3410 -2.0097  -0.15
C5 -1.8162 -2.1085 -2.0094  -0.13
C6 -1.9826 -2.7137 -0.6355  -0.41
O3 -1.2320 -2.4000 0.2841  -0.02
N2 -2.9974 -3.5803 -0.4917  -0.13
C7 -3.2731 -4.1554 0.8169  -0.02
C8 -3.9212 -3.8937 -1.5726  -0.03
H1 -1.2923 1.5714 -5.0452  0.10
H2 0.0039 0.4623 -5.5384  0.09
H3 0.1982 2.1934 -5.7530  0.10
H4 0.6360 3.6529 -3.9095  0.10
H5 2.1361 2.7345 -4.1498  0.10
H6 1.4456 2.9043 -2.5251  0.07
H7 -0.0728 -1.1036 -3.9653  0.15
H8 -1.5314 -0.2117 -3.5065  0.14
H9 -1.7637 -2.9048 -2.7630  0.14
H10 -2.6932 -1.4883 -2.2312  0.14
H11 -2.4821 -3.8693 1.5027  0.08
H12 -3.3139 -5.2422 0.7418  0.10
H13 -4.2281 -3.7897 1.1980  0.10
H14 -4.4968 -3.0193 -1.8828  0.10
H15 -4.6206 -4.6438 -1.2142  0.09
H16 -3.4066 -4.3088 -2.4399  0.09
C9 -1.8321 -0.0982 4.0585  -0.07
C10 -0.8780 -1.2180 3.8380  -0.62
N3 -0.2184 -1.4206 2.7352  0.01
C11 0.5913 -2.5283 2.8168  -0.36
C12 0.5472 -3.1737 4.0106  -0.33
S1 -0.5459 -2.3804 5.0538  1.11
C13 1.4249 -2.8861 1.6668  -0.35
C14 2.1088 -4.0453 1.5116  -0.33
S2 2.9889 -4.0120 0.0502  1.11
C15 2.3911 -2.4400 -0.2864  -0.61
N4 1.5852 -1.9850 0.6304  0.01
C16 2.8270 -1.7080 -1.5068  -0.06
H17 -2.5097 -0.0380 3.2088  0.07
H18 -1.2850 0.8427 4.1242  0.08
H19 -2.4121 -0.2456 4.9672  0.08
H20 1.1036 -4.0386 4.3293  0.08
H21 2.1356 -4.8978 2.1683  0.08
H22 3.9064 -1.5573 -1.4847  0.08
H23 2.3380 -0.7398 -1.5479  0.04
H24 2.5829 -2.2794 -2.4037  0.09
N5 -2.1704 4.4144 0.5219  0.17
C17 -2.0765 2.9651 0.9433  -0.50
C18 -2.9748 2.7478 2.1575  -0.07
P1 -2.5880 1.8241 -0.4154  0.31
O4 -2.0643 2.6630 -1.7264  -0.17
O5 -4.0564 1.7033 -0.5027  -0.29
O6 -1.7372 0.5903 -0.2524  -0.38
P2 -0.2670 2.8732 1.3913  0.30
O7 0.4143 3.0973 -0.0449  -0.14
O8 -0.0701 4.1423 2.1405  -0.29
O9 0.0873 1.5304 1.9726  -0.38
H25 -3.0998 4.8010 0.6790  0.16
H26 -1.9181 4.4985 -0.4657  0.14
H27 -1.4520 4.8909 1.1159  0.13
H28 -3.9330 3.2530 2.0164  0.09
H29 -2.5081 3.1082 3.0748  0.09
H30 -3.2090 1.6922 2.2600  0.06
H31 -2.8340 2.7677 -2.3025  0.08
H32 0.5747 2.3084 -0.5949  0.02
C19 2.9628 0.1102 3.0409  -0.07
C20 3.6499 1.0141 2.0451  -0.27
O10 3.0964 0.8095 0.7481  -0.21
C21 3.6726 1.6842 -0.2159  -0.28
C22 5.1452 1.4063 -0.4847  -0.07
H33 3.3830 0.2748 4.0339  0.09
H34 3.1169 -0.9372 2.7775  0.07
H35 1.8953 0.3239 3.0777  0.04
H36 4.7227 0.7962 2.0270  0.11
H37 3.5227 2.0670 2.3256  0.13
H38 3.5331 2.7218 0.1126  0.12
H39 3.0939 1.5424 -1.1247  0.09
H40 5.7956 1.8176 0.2862  0.07
H41 5.4378 1.8539 -1.4353  0.08
H42 5.3230 0.3307 -0.5437  0.07

Forces on atoms 1 to 3 (eV/Å):
0.1 -0.5 -0.1
0.0 0.0 0.1
0.1 -0.1 0.1

Calculated values
Orbital gap   9.1 eV
LUMO level   -1.85 eV
Spin multiplicity   1
Energy above the lowest of the compared OMol25 structures with the same formula, charge and spin   2.5 kcal per mole
Net charge   +1